No. 1
{
  "formula": "C3H6N",
  "method": "ωB97M-V/def2-TZVPD",
  "homo_ev": [-15.941, -16.012],
  "de_lowest_ev": 6.166,
  "lumo_energy_ev": [-5.90, -6.61],
  "orbital_gap_ev": [10.044, 9.405],
  "charge": 1,
  "symbols": ["C", "C", "C", "N", "H", "H", "H", "H", "H", "H"],
  "coordinates": [[-1.198462, -0.085888, 0.204797], [1.065716, -0.134855, 0.588785], [0.013312, 0.729643, -0.182784], [0.058518, -0.726509, -0.230237], [-1.608766, -0.132967, 1.311501], [-2.071151, -0.297948, -0.498701], [2.042134, -0.154880, 0.132699], [1.053052, -0.134476, 1.598627], [0.391122, 1.872878, -1.868181], [0.138717, -1.206133, -1.086690]],
  "forces_ev_per_angstrom": [[-1.989, 0.402, 0.843], [0.229, 2.294, -3.881], [0.655, 1.376, -1.517], [-1.275, -1.020, 1.256], [1.577, -0.201, -2.125], [1.547, 0.735, 0.630], [0.142, 0.055, -0.082], [-0.595, -0.644, 3.140], [-0.659, -1.918, 2.759], [0.368, -1.078, -1.024]]
}

=====

No. 2
{
  "formula": "C3H6N",
  "method": "ωB97M-V/def2-TZVPD",
  "smiles": "C=C[NH+]=C",
  "homo_ev": -15.514,
  "de_lowest_ev": 0.589,
  "lumo_energy_ev": -5.91,
  "orbital_gap_ev": 9.607,
  "charge": 1,
  "symbols": ["C", "C", "N", "C", "H", "H", "H", "H", "H", "H"],
  "coordinates": [[-0.885487, -0.771353, 0.923186], [-0.384671, -0.765798, -0.302220], [0.529081, 0.239703, -0.817464], [0.839446, 1.311753, -0.200321], [-0.816231, -0.268539, 1.882195], [-1.380963, -1.723447, 1.134221], [-0.850504, -1.410208, -1.032406], [0.958313, -0.000859, -1.706224], [1.610808, 1.923572, -0.649620], [0.380208, 1.465175, 0.768654]],
  "forces_ev_per_angstrom": [[-0.042, -1.975, 0.774], [-0.526, 1.105, 0.290], [-0.740, -0.418, 0.469], [0.430, -0.687, -0.403], [0.724, 0.801, -0.562], [-0.592, 0.423, -0.370], [0.738, -0.233, -0.268], [0.090, 0.235, -0.068], [-0.156, 0.343, 0.228], [0.076, 0.404, -0.091]]
}

=====

No. 3
{
  "formula": "C3H6N",
  "method": "ωB97M-V/def2-TZVPD",
  "smiles": "C[NH+]1C=C1",
  "homo_ev": -16.722,
  "de_lowest_ev": 2.636,
  "lumo_energy_ev": -4.47,
  "orbital_gap_ev": 12.253,
  "charge": 1,
  "symbols": ["C", "N", "C", "C", "H", "H", "H", "H", "H", "H"],
  "coordinates": [[0.406822, 0.802438, 0.729564], [0.243010, -0.522006, 0.139327], [0.008720, -0.554883, -1.315345], [-0.975798, -0.873834, -0.558401], [-0.324555, 1.556949, 0.380938], [-0.067246, 0.747421, 1.641810], [1.387281, 1.273089, 0.606806], [0.798861, -1.212218, 0.607888], [0.377658, -0.282476, -2.241932], [-1.854753, -0.934480, 0.009346]],
  "forces_ev_per_angstrom": [[-0.863, 1.732, -1.082], [1.960, 1.902, -0.807], [-2.363, -1.510, 1.554], [0.614, 0.424, -0.186], [0.344, -0.655, -1.253], [0.364, -0.290, 3.089], [-0.059, -0.699, 0.516], [0.369, -0.808, -0.061], [1.204, 0.419, -1.386], [-1.571, -0.516, -0.384]]
}

=====

No. 4
{
  "formula": "C3H6N14O2Os",
  "method": "ωB97M-V/def2-TZVPD",
  "homo_ev": [-16.522, -16.523],
  "lumo_energy_ev": [-10.78, -10.79],
  "orbital_gap_ev": [5.744, 5.737],
  "charge": 2,
  "symbols": ["Os", "N", "C", "N", "N", "N", "N", "C", "N", "N", "N", "N", "H", "N", "N", "C", "N", "N", "N", "O", "O", "H", "H", "H", "H", "H"],
  "coordinates": [[0.735242, 1.124924, 0.348163], [2.594241, -0.733062, 2.521827], [2.975763, -0.754845, 1.255841], [4.017943, -1.396375, 0.730877], [3.939698, -1.166374, -0.548877], [2.884151, -0.376043, -0.856626], [2.257859, -0.102285, 0.253512], [1.439502, -0.184002, 2.956287], [0.976702, -0.253723, 4.192605], [-0.201021, 0.334853, 4.152119], [-0.473833, 0.781671, 2.934375], [0.542410, 0.454069, 2.152163], [3.195108, -1.181503, 3.219267], [-1.352426, 0.363450, -0.048372], [-2.301316, 1.423757, -0.140128], [-1.884867, 2.700092, -0.015135], [-2.666650, 3.738724, -0.133522], [-0.566680, 2.700140, 0.211090], [0.316236, 3.700891, 0.155077], [1.483922, 3.134744, 0.173385], [0.107093, 4.854467, 0.099703], [-1.350582, -0.158645, -0.927108], [-1.647015, -0.258580, 0.708663], [-3.282719, 1.180138, -0.183413], [-3.650752, 3.648570, -0.351454], [-2.293909, 4.675449, -0.036920]],
  "forces_ev_per_angstrom": [[-0.728, -0.126, -0.641], [0.030, 0.024, 0.089], [-0.139, 0.128, 0.130], [-0.041, 0.129, -0.208], [-0.269, 0.169, 0.033], [0.419, -0.212, -0.009], [0.072, -0.072, -0.071], [0.171, -0.178, 0.088], [-0.192, 0.068, 0.006], [0.035, 0.059, -0.386], [-0.160, -0.179, 0.420], [0.019, 0.586, 0.055], [-0.065, -0.090, -0.018], [0.581, -0.182, -0.105], [-0.138, 0.095, 0.031], [-0.069, -0.284, -0.062], [0.049, -0.004, -0.022], [0.207, 0.296, 0.620], [0.242, 0.072, -0.021], [0.110, -0.160, 0.023], [-0.014, -0.026, -0.069], [-0.206, -0.033, -0.002], [0.076, 0.014, 0.076], [0.017, -0.115, -0.005], [-0.005, 0.006, -0.010], [-0.003, 0.015, 0.054]]
}

=====

No. 5
{
  "formula": "C3H6N2",
  "method": "ωB97M-V/def2-TZVPD",
  "smiles": "C=NN1CC1",
  "homo_ev": -9.577,
  "de_lowest_ev": 4.504,
  "lumo_energy_ev": 0.89,
  "orbital_gap_ev": 10.463,
  "symbols": ["C", "N", "N", "C", "C", "H", "H", "H", "H", "H", "H"],
  "coordinates": [[1.658494, 0.455407, 0.230338], [1.058053, -0.642366, -0.297320], [-0.457777, -0.512299, -0.591865], [-1.055929, -0.359643, 0.714048], [-1.149702, 0.703281, -0.312414], [2.824863, 0.173171, 0.175226], [1.229345, 1.414916, 0.675908], [-1.885135, -0.972378, 1.091129], [-0.477503, -0.000554, 1.548098], [-2.034187, 0.935556, -0.852412], [-0.576497, 1.737674, -0.205478]],
  "forces_ev_per_angstrom": [[0.712, -4.464, -1.841], [0.030, 5.160, 0.510], [2.470, -1.463, 1.136], [-1.773, 0.710, 1.071], [1.329, 3.317, 0.572], [-2.667, 1.339, 0.780], [0.577, -1.374, -0.993], [0.132, 0.143, -0.819], [0.753, -0.440, 0.084], [-0.669, -0.531, -0.716], [-0.894, -2.398, 0.216]]
}

=====

No. 6
{
  "formula": "C3H6N2",
  "method": "ωB97M-V/def2-TZVPD",
  "homo_ev": -7.859,
  "de_lowest_ev": 3.102,
  "lumo_energy_ev": 1.23,
  "orbital_gap_ev": 9.091,
  "symbols": ["C", "C", "C", "N", "N", "H", "H", "H", "H", "H", "H"],
  "coordinates": [[-0.955657, 0.341171, 0.242632], [2.730218, 0.189877, 0.296520], [-0.076317, 1.235011, -0.219454], [-1.356601, -0.820540, -0.424744], [3.517678, -0.648886, 0.182269], [-1.354180, 0.496839, 1.351842], [-1.455068, -0.757821, -1.352293], [0.110729, 2.036109, 0.368865], [0.176180, 1.197409, -1.210991], [-2.117342, -1.504871, -0.065065], [3.994126, -1.593459, 0.127738]],
  "forces_ev_per_angstrom": [[-0.663, 0.154, 2.676], [-0.458, 1.062, 0.155], [-2.726, -2.353, 0.526], [-1.614, -2.164, 4.528], [1.727, -3.386, -0.216], [0.841, -0.688, -2.501], [-0.127, 0.463, -4.201], [0.882, 2.358, 1.485], [1.177, 0.001, -2.233], [1.979, 2.253, -0.316], [-1.018, 2.298, 0.097]]
}

=====

No. 7
{
  "formula": "C3H6N2",
  "method": "ωB97M-V/def2-TZVPD",
  "smiles": "CNCC#N",
  "homo_ev": -9.613,
  "de_lowest_ev": 1.150,
  "lumo_energy_ev": 0.92,
  "orbital_gap_ev": 10.533,
  "symbols": ["C", "N", "C", "C", "N", "H", "H", "H", "H", "H", "H"],
  "coordinates": [[-0.242378, 0.419821, -1.334565], [-0.747045, 0.199867, 0.018153], [-0.079938, -0.826679, 0.799142], [1.123279, -0.178690, 1.358288], [1.683143, 0.694180, 1.869940], [0.791838, 0.802292, -1.410775], [-0.909506, 1.146805, -1.805104], [-0.309288, -0.499251, -1.927922], [-0.618632, 1.061712, 0.545506], [-0.705011, -1.068825, 1.666545], [0.013536, -1.751232, 0.220791]],
  "forces_ev_per_angstrom": [[-0.036, 0.007, -0.233], [-0.186, 0.199, -0.099], [-0.411, -0.017, -0.064], [0.226, 0.615, 0.588], [0.279, -0.856, -0.351], [-0.201, -0.139, 0.213], [0.170, -0.046, -0.026], [-0.009, 0.079, 0.214], [-0.406, -0.099, -0.239], [0.083, -0.036, -0.117], [0.491, 0.292, 0.113]]
}

=====

No. 8
{
  "formula": "C3H6N2",
  "method": "ωB97M-V/def2-TZVPD",
  "smiles": "C=NN1CC1",
  "homo_ev": -8.986,
  "de_lowest_ev": 3.619,
  "lumo_energy_ev": 1.13,
  "orbital_gap_ev": 10.114,
  "symbols": ["C", "N", "N", "C", "C", "H", "H", "H", "H", "H", "H"],
  "coordinates": [[-0.668719, 0.104087, 1.732918], [-0.452736, 0.989857, 0.820987], [-0.390581, 0.775242, -0.498375], [0.923157, 0.441853, -0.948046], [-0.182511, -0.532029, -1.026968], [-0.706727, 0.403491, 2.771839], [-0.823917, -0.940932, 1.558869], [1.418135, 0.781484, -1.936765], [1.591023, 0.196915, -0.003163], [-0.610688, -0.785242, -2.051077], [-0.096437, -1.434726, -0.420219]],
  "forces_ev_per_angstrom": [[0.108, 0.973, -1.586], [-0.057, 0.409, 3.587], [-1.017, 0.092, -1.413], [3.094, -0.737, 0.340], [-0.269, -2.419, -1.805], [0.076, 0.399, -0.106], [-0.229, -0.682, -0.409], [-1.011, 0.066, 2.063], [-0.833, 0.749, -2.384], [0.313, 0.722, 1.509], [-0.175, 0.428, 0.202]]
}

=====

No. 9
{
  "formula": "C3H6N2O",
  "method": "ωB97M-V/def2-TZVPD",
  "smiles": "[H]/N=C(/C=O)NC",
  "homo_ev": -9.603,
  "de_lowest_ev": 1.391,
  "lumo_energy_ev": 0.18,
  "orbital_gap_ev": 9.778,
  "symbols": ["H", "N", "C", "C", "O", "N", "C", "H", "H", "H", "H", "H"],
  "coordinates": [[1.015813, 1.003467, -1.553871], [1.049756, -0.015308, -1.480154], [0.174779, -0.450319, -0.657405], [0.112265, -1.945974, -0.481923], [-0.652631, -2.474262, 0.291618], [-0.693935, 0.236121, 0.152544], [-0.234782, 1.410562, 0.876134], [0.848537, -2.504419, -1.085484], [-1.275197, -0.398241, 0.684650], [0.843651, 1.343485, 1.074182], [-0.755591, 1.448867, 1.835700], [-0.432663, 2.346021, 0.344010]],
  "forces_ev_per_angstrom": [[0.088, -0.076, 0.063], [-0.242, 0.037, 0.258], [0.036, 0.095, -0.009], [-0.251, -0.290, 0.189], [0.340, 0.190, -0.399], [0.101, -0.206, -0.012], [0.034, 0.211, 0.052], [-0.129, 0.024, -0.001], [0.121, 0.027, 0.040], [-0.161, 0.051, -0.042], [0.066, 0.074, -0.149], [-0.002, -0.136, 0.009]]
}

=====

No. 10
{
  "formula": "C3H6N2O",
  "method": "ωB97M-V/def2-TZVPD",
  "smiles": "[H]/N=C(/C=O)NC",
  "homo_ev": -9.540,
  "de_lowest_ev": 1.370,
  "lumo_energy_ev": 0.20,
  "orbital_gap_ev": 9.737,
  "symbols": ["H", "N", "C", "C", "O", "N", "C", "H", "H", "H", "H", "H"],
  "coordinates": [[-0.587137, -1.965666, -0.501939], [-1.268524, -1.204687, -0.498880], [-0.793420, -0.147267, 0.036145], [-1.742358, 1.023807, 0.102190], [-1.406470, 2.106568, 0.522519], [0.448119, 0.116806, 0.562128], [1.660867, -0.354256, -0.079191], [-2.751364, 0.807303, -0.292787], [0.501811, 1.071421, 0.895377], [1.489946, -1.346309, -0.504232], [2.475665, -0.428713, 0.648815], [1.972865, 0.320995, -0.890150]],
  "forces_ev_per_angstrom": [[-0.060, 0.058, -0.074], [0.269, 0.148, 0.116], [0.049, -0.069, -0.026], [0.013, 0.387, 0.168], [-0.208, -0.481, -0.165], [-0.173, 0.177, -0.060], [0.161, -0.189, -0.080], [0.111, 0.046, 0.093], [-0.037, -0.006, -0.053], [0.107, 0.130, 0.082], [-0.193, -0.018, -0.134], [-0.039, -0.184, 0.133]]
}